Formula: C20H60As7F42N5O5
Source: OMol25
Level of theory: ωB97M-V/def2-TZVPD

Structure (XYZ):
```
139
Properties=species:S:1:pos:R:3:forces:R:3
C 17.733 14.236 -15.568 -1.395 0.826 -0.382
C 17.285 15.743 -15.788 1.264 -1.159 0.438
C 18.094 16.287 -16.966 -1.350 -0.219 -0.956
O 17.477 15.659 -18.085 1.221 0.347 -2.559
C 18.035 16.148 -19.394 -1.247 -0.475 1.013
N 15.800 15.912 -16.113 0.320 0.116 0.348
H 15.674 16.783 -16.609 0.004 0.158 -0.617
H 15.371 15.149 -16.617 0.271 -0.556 -0.810
H 15.151 16.011 -15.346 0.171 0.038 1.487
H 18.819 14.175 -15.493 -0.218 0.207 0.283
H 17.414 13.622 -16.410 0.054 0.101 -0.255
H 17.240 13.805 -14.696 0.284 0.236 0.234
H 17.505 16.322 -14.891 -0.243 -0.067 0.044
H 19.152 16.032 -16.904 0.004 0.125 0.323
H 17.938 17.344 -17.182 0.376 0.486 0.781
H 17.330 15.823 -20.160 0.081 -0.280 0.159
H 19.030 15.783 -19.645 -0.012 -0.246 0.480
H 18.033 17.236 -19.461 0.059 0.152 0.467
C 21.302 9.887 -16.427 0.977 0.008 1.734
C 21.020 9.570 -14.903 -0.799 0.316 0.264
C 22.146 10.018 -13.910 0.534 -0.210 1.009
O 21.907 9.926 -12.504 -0.732 0.521 1.327
C 21.921 8.647 -11.753 0.165 -0.450 -2.931
N 19.724 10.313 -14.364 1.667 1.022 -1.046
H 19.491 10.139 -13.397 -0.070 -0.983 0.668
H 19.960 11.295 -14.377 0.612 0.730 0.274
H 18.913 10.363 -14.964 -0.485 -1.273 -0.662
H 20.461 9.912 -17.121 0.124 -0.393 0.452
H 22.064 9.151 -16.685 -0.360 -0.343 -0.377
H 21.875 10.809 -16.522 -0.310 0.426 0.154
H 20.811 8.508 -14.775 -0.213 0.103 -0.028
H 22.359 11.079 -14.043 -0.401 0.265 -0.138
H 23.135 9.584 -14.051 -0.179 -0.715 -0.914
H 21.294 8.045 -12.411 -0.031 -0.744 0.814
H 21.582 8.593 -10.719 -0.535 1.225 -0.331
H 22.914 8.200 -11.732 0.342 0.248 -0.294
C 12.690 13.756 -20.580 -1.049 -1.314 0.773
C 13.534 13.550 -19.307 1.270 0.601 0.609
C 12.785 13.830 -17.944 0.633 -2.688 -0.991
O 13.536 13.334 -16.795 0.024 1.256 -0.235
C 12.700 13.414 -15.613 -0.816 -0.009 0.555
N 14.009 12.090 -19.354 -0.907 1.241 -0.333
H 13.155 11.560 -19.456 -0.587 -1.073 0.253
H 14.574 11.917 -20.173 0.398 -0.025 -0.187
H 14.498 11.747 -18.539 0.351 -0.068 0.682
H 13.189 13.458 -21.502 0.369 0.589 0.066
H 12.046 14.630 -20.683 0.872 0.534 0.171
H 11.898 13.011 -20.499 -0.243 -0.400 0.073
H 14.481 14.087 -19.351 -0.029 0.386 0.025
H 11.986 13.095 -18.044 -1.023 0.695 0.283
H 12.469 14.871 -17.881 -0.009 -0.084 0.167
H 12.115 14.333 -15.585 0.032 0.065 -0.298
H 13.212 13.428 -14.651 1.030 0.160 -0.421
H 12.010 12.580 -15.482 -0.054 -0.170 -0.817
C 16.930 15.566 -8.976 -0.419 -0.706 -1.035
C 15.437 15.285 -8.630 3.008 2.238 0.091
C 14.899 14.111 -9.284 -0.498 -1.847 -1.072
O 13.655 13.811 -8.766 -0.570 -0.302 1.019
C 13.031 12.733 -9.475 -0.823 0.480 -0.922
N 15.311 15.072 -7.128 -0.607 0.639 -0.858
H 15.649 14.153 -6.879 0.058 -0.393 0.235
H 15.776 15.794 -6.595 0.417 0.149 0.080
H 14.319 15.157 -6.959 -0.586 -0.527 0.440
H 17.002 15.622 -10.062 -0.460 0.917 -0.205
H 17.642 14.740 -8.944 -0.128 -0.391 1.219
H 17.339 16.472 -8.530 -0.119 -0.105 -0.010
H 14.933 16.218 -8.884 -0.512 -0.217 0.268
H 15.571 13.276 -9.086 0.443 -0.437 0.057
H 14.820 14.172 -10.370 0.332 0.667 -0.160
H 12.324 12.190 -8.847 0.374 0.016 0.071
H 13.738 12.072 -9.976 0.287 -0.283 0.583
H 12.481 13.184 -10.300 -0.265 -0.016 -0.020
C 13.138 9.612 -15.160 1.482 1.395 0.692
C 14.623 9.633 -14.510 -2.286 -0.229 -1.291
C 14.907 10.979 -13.826 -1.065 -2.729 -1.172
O 16.209 10.959 -13.436 0.770 1.496 1.576
C 16.571 11.956 -12.455 2.466 -0.082 -0.429
N 14.546 8.638 -13.406 0.083 0.503 0.294
H 15.192 8.746 -12.637 0.831 -0.138 0.283
H 13.628 8.710 -12.991 -1.122 -0.021 0.455
H 14.583 7.672 -13.696 0.441 -1.168 -0.893
H 13.062 10.172 -16.092 0.589 -0.521 -0.356
H 12.514 10.245 -14.530 -0.353 -0.545 0.443
H 12.765 8.591 -15.239 0.003 0.114 -0.070
H 15.340 9.347 -15.279 0.264 0.011 0.387
H 14.263 10.993 -12.947 -0.372 0.976 0.480
H 14.777 11.845 -14.475 -0.316 0.514 -0.262
H 16.300 12.991 -12.665 -0.961 -0.131 -0.418
H 17.658 11.928 -12.533 0.082 0.069 0.426
H 16.323 11.684 -11.429 -0.516 -0.574 -0.046
As 10.397 10.217 -18.203 -2.555 -1.609 0.899
F 10.087 11.909 -18.933 0.485 -2.243 0.476
F 12.091 10.405 -18.656 -0.195 0.073 -0.440
F 10.821 8.648 -17.436 -0.312 1.997 -0.888
F 8.702 10.039 -17.663 1.788 0.592 -0.725
F 9.934 9.274 -19.729 1.101 2.040 1.891
F 10.783 11.082 -16.665 -0.179 -0.606 -1.402
As 18.124 7.742 -11.325 -0.519 -2.691 -0.092
F 17.247 6.376 -10.597 1.162 1.414 -0.835
F 18.896 8.107 -9.725 -0.830 -0.380 -2.093
F 18.955 9.173 -11.967 -0.252 -0.223 0.071
F 17.363 7.446 -12.958 0.796 0.675 1.649
F 16.689 8.753 -10.996 0.844 0.094 -0.096
F 19.472 6.646 -11.923 -1.509 1.705 1.170
As 13.695 16.420 -12.798 -2.278 -0.560 -0.144
F 12.689 17.798 -12.290 1.053 -1.505 -0.300
F 14.715 17.513 -13.735 0.492 -0.501 0.843
F 14.709 15.010 -13.347 -0.359 1.062 0.189
F 12.573 15.189 -12.057 1.449 1.674 -0.878
F 12.799 16.340 -14.360 0.460 -0.444 1.158
F 14.625 16.491 -11.301 -0.354 0.119 -1.132
As 13.599 4.996 -14.433 -2.151 -0.338 -0.477
F 12.491 6.073 -15.380 1.236 -0.938 0.845
F 13.105 5.923 -12.945 0.907 -0.710 -1.558
F 14.596 3.939 -13.468 -0.154 0.942 -0.363
F 14.126 4.128 -15.884 -0.419 0.795 0.925
F 14.897 6.226 -14.774 -0.737 -0.679 0.796
F 12.221 3.845 -14.229 1.436 1.277 -0.122
As 17.419 9.646 -18.002 -3.158 -1.785 1.623
F 16.343 8.554 -18.934 1.387 1.534 0.783
F 17.053 11.004 -19.189 1.297 -1.440 1.129
F 18.439 10.674 -16.872 -0.820 -0.491 -1.407
F 17.340 8.397 -16.612 0.805 1.872 -2.016
F 18.828 8.952 -18.748 -0.761 1.067 0.488
F 15.965 10.337 -17.157 0.807 0.041 -0.513
As 11.514 9.358 -11.029 -1.914 -1.719 1.975
F 11.479 11.076 -11.628 0.336 -1.827 0.537
F 9.744 9.253 -11.168 1.801 0.357 -0.529
F 11.482 7.609 -10.480 0.508 2.566 -0.837
F 13.255 9.530 -10.693 -0.665 -0.016 -0.750
F 11.235 9.850 -9.270 0.576 -0.093 -2.199
F 11.891 8.742 -12.719 -0.429 1.105 1.922
As 19.786 14.912 -12.048 2.463 1.217 -0.058
F 19.971 16.595 -11.416 -1.012 -2.039 -0.134
F 17.978 14.936 -12.053 1.482 -0.038 0.531
F 19.698 13.333 -12.845 -0.035 0.340 0.298
F 21.612 14.914 -12.102 -2.263 -0.362 -0.300
F 19.944 14.078 -10.452 -0.955 1.234 -1.671
F 19.716 15.654 -13.688 -0.023 -0.612 1.050
```
Forces are in eV/Å.

Computed properties:
* DFT total energy: -21293.42747 Ha
* orbital gap (alpha / beta): 9.230 / 4.072 eV
* expectation value of S²: 0.754
* lowest unoccupied orbital energy (alpha / beta): 0.18 / -4.98 eV
* multiplicity: 2
* net charge: -1

=====

Formula: C20H60AsCsF6N4O10
Source: OMol25
Level of theory: ωB97M-V/def2-TZVPD

Structure (XYZ):
```
102
Properties=species:S:1:pos:R:3:forces:R:3
Cs -4.526 3.033 0.371 0.119 -0.569 0.040
As -1.140 0.880 0.452 2.289 -0.468 0.135
F -2.271 -0.350 0.002 -0.389 -0.011 -0.137
F -0.068 0.379 -0.846 -0.526 0.303 0.100
F -0.010 2.139 0.888 -0.734 -0.351 -0.169
F -2.214 1.376 1.756 -0.053 0.184 -0.521
F -0.328 -0.281 1.465 -0.606 0.690 -0.057
F -1.934 1.985 -0.694 -0.173 -0.096 0.556
C 3.580 1.939 -0.510 -0.377 1.253 -0.320
O 4.073 2.033 0.808 0.400 -0.327 0.145
H 3.936 2.796 -1.101 0.207 -0.257 -0.128
H 3.875 1.018 -1.009 0.079 -0.097 0.233
H 2.488 2.056 -0.539 -0.019 -0.412 0.112
H 4.256 2.969 1.000 -0.414 -0.367 -0.130
C -2.250 -0.692 4.492 1.010 -0.047 0.132
O -1.439 -1.673 5.131 -0.591 -0.721 0.307
H -2.150 -0.818 3.413 -0.115 0.266 -0.038
H -3.293 -0.817 4.783 0.043 -0.079 0.123
H -1.882 0.287 4.804 -0.359 0.235 -0.308
H -0.603 -1.325 5.437 0.020 0.350 -0.205
C 2.532 5.075 1.831 0.246 0.272 0.397
O 3.749 4.758 1.161 0.213 -0.243 -0.120
H 1.921 4.189 1.987 0.073 -0.105 -0.466
H 2.730 5.449 2.841 0.025 0.178 -0.095
H 2.016 5.843 1.250 -0.232 -0.096 0.134
H 4.485 5.249 1.531 -0.122 0.170 0.079
C -5.849 -0.775 -0.740 -0.702 0.438 0.525
O -5.908 0.223 0.007 0.501 -0.407 -0.529
N -4.707 -1.423 -1.040 0.355 0.605 0.265
N -6.993 -1.279 -1.282 0.596 -0.003 -0.110
H -4.611 -2.243 -1.606 -0.314 -0.131 -0.016
H -3.880 -1.063 -0.596 0.261 -0.009 -0.019
H -7.858 -0.911 -0.941 -0.173 -0.054 -0.184
H -6.927 -2.020 -1.953 -0.445 -0.109 0.059
C 1.764 -1.322 -4.025 0.447 -1.122 1.134
O 2.811 -1.706 -3.504 -0.407 0.436 -0.703
N 0.960 -0.411 -3.432 -0.042 0.411 -0.314
N 1.238 -1.928 -5.139 -0.017 -0.217 -0.628
H 1.183 -0.072 -2.512 0.001 -0.079 0.055
H 0.059 -0.203 -3.815 -0.131 0.055 0.120
H 1.830 -2.517 -5.696 0.259 0.026 0.248
H 0.398 -1.640 -5.601 -0.065 0.335 0.155
C -0.482 -3.636 2.699 0.524 -0.579 0.020
C 0.182 -4.360 1.536 -0.367 -0.505 0.048
C 1.457 -5.131 1.897 0.229 0.987 0.574
O -0.774 -5.289 0.983 0.421 0.557 -0.536
H 0.282 -3.200 3.343 -0.115 0.167 -0.018
H -1.051 -4.361 3.283 -0.099 0.113 0.067
H -1.129 -2.847 2.325 -0.122 -0.015 0.099
H 0.396 -3.584 0.792 0.249 -0.201 -0.155
H 2.074 -5.429 1.048 -0.278 -0.023 -0.220
H 1.259 -6.011 2.507 -0.249 0.003 -0.019
H 2.061 -4.436 2.493 0.170 -0.208 -0.015
H -0.436 -5.391 0.073 -0.433 -0.306 0.264
C -1.985 3.777 4.398 -0.855 -0.482 -0.514
C -0.964 4.160 3.332 -0.912 0.250 1.054
C -1.042 5.632 3.061 0.632 1.323 -0.758
O 0.327 3.779 3.786 0.036 -0.248 -0.479
H -1.739 4.210 5.366 0.129 -0.263 0.099
H -2.115 2.692 4.404 0.482 0.005 0.537
H -3.003 4.108 4.153 0.163 0.393 -0.158
H -1.234 3.624 2.421 0.611 -0.203 -0.018
H -0.946 6.286 3.934 -0.020 -0.378 0.277
H -1.955 5.962 2.559 -0.132 -0.320 0.043
H -0.223 5.931 2.395 -0.076 -0.085 -0.025
H 0.726 4.511 4.266 -0.139 0.021 0.034
C 2.611 -1.365 0.372 -0.921 0.391 -0.399
C 3.566 -2.210 1.175 0.719 0.669 -0.185
C 4.985 -1.742 0.898 0.666 -0.031 -0.530
O 3.294 -2.043 2.576 -0.177 -0.497 -0.418
H 1.601 -1.781 0.366 -0.023 0.083 0.291
H 2.862 -1.260 -0.688 0.452 -0.442 0.055
H 2.554 -0.332 0.722 0.032 -0.154 0.419
H 3.457 -3.251 0.852 -0.051 -0.144 0.302
H 5.781 -2.171 1.517 -0.366 -0.201 0.323
H 5.058 -0.658 1.003 -0.098 0.013 -0.027
H 5.276 -2.021 -0.120 -0.152 0.204 -0.070
H 3.947 -2.607 3.007 -0.111 0.125 0.240
C -2.308 -5.316 -2.091 -0.306 0.410 0.225
C -1.038 -4.583 -2.467 -0.195 -0.268 -0.158
C -1.122 -3.082 -2.202 -0.364 -0.335 0.186
O 0.017 -5.164 -1.687 0.145 0.073 -0.413
H -2.555 -5.169 -1.037 0.165 0.018 0.040
H -2.230 -6.387 -2.268 -0.025 0.016 -0.165
H -3.126 -4.879 -2.672 -0.052 -0.268 -0.081
H -0.856 -4.814 -3.524 0.205 0.257 -0.010
H -0.130 -2.637 -2.255 -0.081 0.164 0.175
H -1.579 -2.966 -1.215 0.472 0.203 0.195
H -1.791 -2.536 -2.873 0.114 -0.236 -0.322
H 0.857 -4.909 -2.087 -0.004 0.023 0.196
C 0.752 3.150 -3.261 -0.494 -0.984 0.557
C -0.263 3.637 -4.268 0.785 1.641 -1.061
C 0.225 4.857 -5.051 0.384 0.488 0.151
O -0.528 2.663 -5.261 -0.312 -0.134 -0.388
H 0.408 2.138 -3.021 -0.099 0.210 0.800
H 0.774 3.791 -2.380 -0.060 -0.195 0.118
H 1.782 2.931 -3.553 -0.089 0.649 -0.742
H -1.167 4.049 -3.803 -0.216 -0.882 0.430
H 0.430 5.707 -4.392 0.229 -0.304 0.296
H -0.515 5.286 -5.730 -0.063 -0.567 -0.246
H 1.148 4.608 -5.576 -0.091 0.098 -0.179
H -0.906 1.860 -4.895 -0.003 0.076 0.336
```
Forces are in eV/Å.

Computed properties:
* relative energy (zero: lowest compared OMol25 entry of this formula, charge and spin): 17.07 kcal/mol
* DFT total energy: -4624.72134 Ha
* orbital gap: 7.868 eV
* lowest unoccupied orbital energy: -0.92 eV